Entry P
ORCA calculation (the ωB97M-V functional and the def2-TZVPD basis) on a molecular structure, C6H9N.

Positions of all 16 atoms, in Å:
C1 -1.4095 0.9506 -1.1472
N1 -0.6589 0.5647 0.0516
C2 -0.4066 -0.9038 0.3620
C3 0.8291 -0.9028 -0.5850
C4 0.8552 0.5440 -0.0333
C5 1.1384 0.2833 1.4475
C6 0.2771 -0.7005 1.7216
H1 -2.3234 1.4713 -0.8208
H2 -0.8227 1.6751 -1.7317
H3 -1.7077 0.1290 -1.8181
H4 -1.2246 -1.6245 0.2730
H5 0.6293 -1.0088 -1.6587
H6 1.6640 -1.5395 -0.2798
H7 1.3621 1.3706 -0.5395
H8 1.7894 0.8612 2.0942
H9 0.0087 -1.1698 2.6641

Values from the calculation:
Kohn-Sham gap   9.5 eV
Highest occupied orbital energy   -0.3069 hartree
Multiplicity   1


Entry Q
ORCA calculation (the ωB97M-V functional and the def2-TZVPD basis) on a single C6H9N molecule.

Positions of all 16 atoms, in Å:
C1 1.2332 -1.3573 -0.9019
C2 0.6725 -0.0118 -1.0888
N1 -0.1430 -1.3025 -1.3264
C3 -1.0055 -0.8714 -0.2011
C4 -0.1550 0.3507 0.1272
C5 0.2256 0.8555 1.4934
C6 -0.6305 1.6903 0.5761
H1 1.3903 -1.7034 0.1160
H2 1.9389 -1.7347 -1.6349
H3 0.4647 0.3554 -2.0702
H4 -1.1402 -1.6584 0.5422
H5 -1.9712 -0.5608 -0.6149
H6 1.2387 1.1892 1.7051
H7 -0.2690 0.3885 2.3450
H8 -1.6881 1.8046 0.7988
H9 -0.1613 2.5662 0.1344

Values from the calculation:
Kohn-Sham gap   10.1 eV
Highest occupied orbital energy   -0.3323 hartree
Multiplicity   1


Entry R
ORCA calculation (the ωB97M-V functional and the def2-TZVPD basis) on a molecular structure, C6H9N.

Positions of all 16 atoms, in Å:
C1 -0.5316 0.8718 -1.6505
N1 0.5873 0.2334 -0.9705
C2 0.9823 0.7394 0.3281
C3 0.0336 0.1966 1.3625
C4 -0.7437 -0.9190 0.6995
C5 0.4195 -1.0713 -0.2883
C6 1.5152 -0.6020 0.7744
H1 -1.4398 1.0122 -1.0404
H2 -0.8002 0.2843 -2.5351
H3 -0.2114 1.8604 -1.9991
H4 1.4714 1.6997 0.4629
H5 -0.2430 0.7636 2.2522
H6 -1.7220 -0.6487 0.2986
H7 -0.8425 -1.8177 1.3218
H8 0.4864 -1.9598 -0.9229
H9 1.0385 -0.6427 1.9068

Values from the calculation:
Kohn-Sham gap   9.2 eV
Highest occupied orbital energy   -0.3032 hartree
Multiplicity   1


Most stable pick: entry P. Distance to second place: 60.7 kJ/mol.


Entry P
ORCA calculation (the ωB97M-V functional and the def2-TZVPD basis) on 2 unconnected molecules or ions with the total composition C3H8NO.

Positions of all 13 atoms, in Å:
C1 2.3112 1.0007 0.4231
O1 1.2662 1.6329 -0.3389
H1 1.9643 0.6246 1.3890
H2 3.1270 1.7093 0.5560
H3 2.6341 0.1444 -0.1774
C2 -2.3987 -0.6497 -0.9457
C3 -1.6570 -0.7574 0.1957
N1 -0.3254 -0.4446 0.4338
H4 -2.0408 -0.5067 -1.9524
H5 -3.4439 -0.9391 -0.8026
H6 -2.0103 -1.4638 1.0083
H7 0.0720 -1.3779 0.2743
H8 0.5014 1.0273 -0.0630

Values from the calculation:
Kohn-Sham gap   6.6 eV
Highest occupied orbital energy   -0.0804 hartree
Multiplicity   1
Net charge   -1


Entry Q
ORCA calculation (the ωB97M-V functional and the def2-TZVPD basis) on 2 unconnected molecules or ions with the total composition C3H8NO.

Positions of all 13 atoms, in Å:
C1 -0.2936 0.7693 -0.0240
O1 -1.6958 0.6188 -0.1904
C2 0.9256 0.0847 -1.0016
C3 0.1743 -0.9350 -0.3779
N1 2.1514 0.4036 -0.5009
H1 -0.0997 0.7787 1.0572
H2 -0.1449 1.7871 -0.4028
H3 0.6394 0.1422 -2.0574
H4 -2.1563 -1.0834 2.3950
H5 -0.7907 -1.3055 -0.6752
H6 0.7675 -1.5177 0.3226
H7 -2.3167 -0.4051 2.6521
H8 2.8396 0.6623 -1.1966

Values from the calculation:
Kohn-Sham gap   7.1 eV
Highest occupied orbital energy   -0.0891 hartree
Multiplicity   1
Net charge   -1


Entry R
ORCA calculation (the ωB97M-V functional and the def2-TZVPD basis) on 2 unconnected molecules or ions with the total composition C3H8NO.

Positions of all 13 atoms, in Å:
C1 -1.2728 0.0075 -1.8796
O1 -1.8425 -0.0906 -0.6762
H1 -0.2601 0.5191 -2.0677
H2 -1.8529 0.6514 -2.6094
H3 -1.1138 -0.9385 -2.4653
C2 1.1750 0.8800 0.8978
C3 0.3614 -1.1098 1.7178
N1 1.3581 -0.3289 1.7401
H4 1.7011 0.7619 -0.0704
H5 0.1375 0.9543 0.5308
H6 1.8213 1.5911 1.4204
H7 0.2302 -1.8817 2.4908
H8 -0.4425 -1.0157 0.9711

Values from the calculation:
Kohn-Sham gap   6.8 eV
Highest occupied orbital energy   -0.0882 hartree
Multiplicity   1
Net charge   -1


Entry S
ORCA calculation (the ωB97M-V functional and the def2-TZVPD basis) on 2 unconnected molecules or ions with the total composition C3H8NO.

Positions of all 13 atoms, in Å:
C1 -1.0832 -2.1376 1.2403
O1 -1.2102 -1.4449 0.0370
H1 -0.2806 -2.8889 1.1929
H2 -2.0415 -2.5540 1.5403
H3 -0.7544 -1.4679 2.0533
C2 0.7179 2.2391 -1.5209
C3 1.0329 1.0757 -0.8872
N1 0.7195 0.5070 0.2938
H4 0.0239 2.9911 -1.1578
H5 1.2338 2.4986 -2.4318
H6 1.9037 0.6019 -1.3599
H7 0.3575 1.2129 0.9359
H8 -0.6195 -0.6330 0.0641

Values from the calculation:
Kohn-Sham gap   6.5 eV
Highest occupied orbital energy   -0.0813 hartree
Multiplicity   1
Net charge   -1


Most stable pick: entry S. Distance to second place: 89.7 kJ/mol.